Entry 1:
The following is a DFT calculation (ωB97M-V/def2-TZVPD) of a 6-piece molecular cluster, C31H59F3N8P overall at a distorted geometry.

Properties
**Net charge**: +1
**HOMO-LUMO gap**: 8.7 eV
**E**: -2295.181818 hartree

Each line ends with the Löwdin charge.
Atoms and positions in Å:
1 C 1.7502 -1.9485 3.7573  -0.103
2 C 1.2410 -2.3384 2.2631  -0.216
3 C 0.8358 -1.0674 1.3810  -0.274
4 C 1.0736 -1.5055 -0.1650  -0.079
5 C -0.6966 -0.6337 1.4744  -0.181
6 C -1.8450 -1.7758 1.5487  -0.191
7 C -2.9658 -1.1829 0.5612  -0.164
8 C -4.4763 -1.6111 0.9085  -0.257
9 N -5.1124 -0.5578 1.7498  -0.012
10 C -2.0965 -1.7994 3.1338  -0.330
11 P -3.3693 -2.9667 3.9017  0.764
12 N -4.5411 -2.1881 4.7136  -0.324
13 C -2.0706 -0.2569 3.6193  -0.048
14 N -1.1599 0.3265 2.5419  0.039
15 C -0.2375 1.4186 2.9922  -0.390
16 F 0.5546 1.0640 4.0665  0.158
17 F 0.4643 2.0038 1.9331  0.117
18 F -1.1055 2.4273 3.4656  0.105
19 H 2.1693 -0.8980 3.8198  0.065
20 H 0.9298 -2.1793 4.5094  0.059
21 H 2.6212 -2.6507 4.0176  0.086
22 H 2.1690 -2.8185 1.7604  0.075
23 H 0.3963 -3.1008 2.3542  0.103
24 H 1.5867 -0.2392 1.5782  0.132
25 H 0.4947 -0.8588 -0.8988  0.068
26 H 0.6687 -2.5667 -0.2673  0.091
27 H 2.1876 -1.5497 -0.4197  0.053
28 H -0.8120 0.0054 0.5259  0.149
29 H -1.5495 -2.7428 1.0390  0.155
30 H -2.7357 -1.6191 -0.4899  0.082
31 H -2.9554 -0.0521 0.4368  0.107
32 H -4.5896 -2.6606 1.3163  0.088
33 H -5.0428 -1.5988 -0.0888  0.089
34 H -4.9542 0.3854 1.3574  0.052
35 H -4.8121 -0.5931 2.7311  0.008
36 H -1.1240 -2.1856 3.6197  0.089
37 H -2.6918 -3.7927 4.8533  0.013
38 H -3.9561 -3.8532 2.9246  0.013
39 H -4.4363 -2.5005 5.6982  -0.036
40 H -3.0589 0.3231 3.5925  0.115
41 H -1.5831 -0.2937 4.6559  0.156
42 H -1.8589 0.9000 2.0150  0.177
43 C 3.1946 4.7196 -1.6410  -0.107
44 C 2.2391 4.3336 -0.5167  -0.266
45 C 2.5712 2.9756 0.1077  -0.178
46 C 2.4806 1.9001 -0.9325  -0.196
47 N 2.4098 1.0601 -1.7477  0.149
48 H 3.1433 4.0135 -2.4734  0.070
49 H 2.9379 5.7050 -2.0356  0.076
50 H 4.2274 4.7551 -1.2827  0.081
51 H 1.2170 4.3212 -0.9084  0.112
52 H 2.2761 5.1016 0.2609  0.111
53 H 1.8685 2.7504 0.9146  0.075
54 H 3.5801 2.9832 0.5285  0.126
55 C -3.6770 6.3108 3.2570  -0.112
56 C -4.6398 5.8937 4.3639  -0.263
57 C -4.2831 4.5409 4.9855  -0.173
58 C -4.3292 3.4692 3.9390  -0.186
59 N -4.3803 2.6282 3.1145  0.141
60 H -3.6975 5.6088 2.4195  0.067
61 H -3.9525 7.2918 2.8643  0.077
62 H -2.6509 6.3703 3.6318  0.077
63 H -5.6546 5.8579 3.9564  0.116
64 H -4.6345 6.6572 5.1463  0.113
65 H -4.9915 4.2930 5.7795  0.121
66 H -3.2814 4.5707 5.4222  0.118
67 C 5.3470 -5.1792 -1.3706  -0.109
68 C 4.9319 -3.9781 -2.2143  -0.277
69 C 5.3218 -2.6410 -1.5805  -0.199
70 C 4.6505 -2.4937 -0.2489  -0.173
71 N 4.1223 -2.3782 0.7922  0.154
72 H 4.8487 -5.1802 -0.3977  0.068
73 H 5.0754 -6.1094 -1.8747  0.074
74 H 6.4279 -5.1859 -1.2037  0.081
75 H 3.8487 -4.0122 -2.3709  0.107
76 H 5.4017 -4.0550 -3.1982  0.098
77 H 5.0162 -1.8158 -2.2265  0.079
78 H 6.4042 -2.5814 -1.4447  0.117
79 C -1.8012 0.2821 -4.1962  -0.112
80 C -3.2711 0.4294 -4.5766  -0.263
81 C -4.2049 0.4104 -3.3638  -0.168
82 C -4.0693 -0.8923 -2.6355  -0.167
83 N -3.9632 -1.9130 -2.0669  0.148
84 H -1.6045 -0.6779 -3.7118  0.067
85 H -1.1718 0.3303 -5.0874  0.074
86 H -1.4899 1.0812 -3.5165  0.074
87 H -3.5418 -0.3768 -5.2650  0.116
88 H -3.4066 1.3711 -5.1154  0.112
89 H -5.2421 0.5319 -3.6851  0.120
90 H -3.9637 1.2289 -2.6804  0.116
91 C 3.0283 -1.8077 -5.5978  -0.104
92 C 3.7936 -0.6277 -6.1877  -0.265
93 C 5.2673 -0.9459 -6.4529  -0.174
94 C 5.9486 -1.3127 -5.1698  -0.175
95 N 6.4785 -1.5996 -4.1646  0.160
96 H 3.4270 -2.0997 -4.6227  0.057
97 H 1.9780 -1.5447 -5.4528  0.069
98 H 3.0730 -2.6757 -6.2621  0.081
99 H 3.7157 0.2231 -5.5038  0.111
100 H 3.3193 -0.3297 -7.1268  0.110
101 H 5.7681 -0.0769 -6.8859  0.117
102 H 5.3608 -1.7765 -7.1572  0.120

=====

Entry 2:
The following is a DFT calculation (ωB97M-V/def2-TZVPD) of a 3-piece molecular cluster, C31H59N2O13P2 overall at a distorted geometry.

Properties
**Net charge**: +1
**HOMO-LUMO gap**: 6.1 eV
**E**: -2986.406417 hartree

Each line ends with the Löwdin charge.
Atoms and positions in Å:
1 C 10.2068 -0.1785 4.0249  0.011
2 C 9.2209 0.5649 3.4689  -0.165
3 C 8.3031 -0.1257 2.4078  -0.118
4 C 7.3753 0.8531 1.6358  -0.141
5 C 6.7954 2.0055 2.3002  0.115
6 C 5.8839 2.8848 1.5485  0.057
7 C 5.2487 4.0770 2.3169  -0.406
8 O 5.5073 4.1395 3.4904  0.160
9 O 4.4882 5.0764 1.7744  0.011
10 C 3.1545 4.6836 1.3743  -0.159
11 C 2.6378 3.3054 1.8838  -0.174
12 C 2.2852 3.2734 3.4403  -0.164
13 C 1.8885 1.8291 3.9583  -0.190
14 C 1.4387 0.8176 2.8410  -0.201
15 C 2.6391 -0.0926 2.2895  -0.229
16 C 2.6778 -1.5270 2.9436  -0.179
17 C 3.6308 -2.4412 2.0345  -0.181
18 C 2.9489 -3.7834 1.5568  -0.237
19 O 1.5612 -3.6747 1.2680  -0.200
20 C 1.2938 -2.7287 0.2280  -0.094
21 C 5.6188 2.5772 0.1423  -0.154
22 O 4.7979 3.3509 -0.6621  -0.048
23 N 5.5083 3.6497 -1.8668  0.026
24 O 5.5864 4.7906 -2.0320  0.178
25 C 6.2417 1.4089 -0.4329  0.068
26 N 7.0622 0.6138 0.3232  0.135
27 H 11.0734 0.2986 4.5363  0.080
28 H 10.1582 -1.2888 3.9142  0.082
29 H 9.0701 1.6218 3.8007  0.106
30 H 8.8950 -0.7539 1.6969  0.127
31 H 7.6236 -0.8335 2.9706  0.143
32 H 6.9970 2.2726 3.3642  0.140
33 H 2.4478 5.4694 1.7664  0.145
34 H 3.0373 4.7338 0.2551  0.120
35 H 1.6435 3.1393 1.3782  0.127
36 H 3.2578 2.4193 1.5701  0.091
37 H 3.0725 3.7449 4.0755  0.103
38 H 1.3687 3.9165 3.5424  0.118
39 H 2.6852 1.3834 4.6133  0.113
40 H 0.9961 1.9724 4.6333  0.112
41 H 0.8490 1.2722 2.0070  0.104
42 H 0.7375 0.0866 3.3400  0.110
43 H 2.5156 -0.1564 1.1703  0.097
44 H 3.5928 0.4385 2.5470  0.093
45 H 1.6744 -1.9840 3.1069  0.114
46 H 3.2329 -1.4193 3.9175  0.112
47 H 4.6293 -2.6109 2.5303  0.106
48 H 3.8745 -1.8516 1.1006  0.080
49 H 3.0908 -4.5535 2.3537  0.128
50 H 3.5206 -4.1347 0.6460  0.124
51 H 0.9391 -1.7832 0.7371  0.088
52 H 2.2023 -2.4265 -0.3624  0.097
53 H 0.4382 -3.0662 -0.4269  0.083
54 H 6.0462 1.1138 -1.4868  0.158
55 H 7.4578 -0.2180 -0.1166  0.183
56 O -0.6588 0.0796 -3.4583  -0.214
57 P -1.9618 -0.6944 -3.5599  0.697
58 O -1.3675 -1.9913 -4.3953  -0.229
59 C -0.4935 -2.8848 -3.7200  -0.291
60 C -1.2340 -3.7237 -2.6945  -0.086
61 O -2.5414 0.2047 -4.8240  -0.256
62 C -2.4048 1.6268 -4.7980  -0.295
63 C -1.3605 2.0584 -5.8094  -0.076
64 O -3.4611 -1.4550 -3.4763  -0.272
65 C -4.3572 -1.6531 -4.5728  -0.269
66 C -3.9653 -2.7951 -5.4851  -0.066
67 H 0.3244 -2.3297 -3.2498  0.100
68 H -0.0539 -3.5372 -4.4769  0.122
69 H -1.6404 -3.0934 -1.8960  0.068
70 H -0.5652 -4.4603 -2.2441  0.077
71 H -2.0750 -4.2458 -3.1513  0.073
72 H -2.1512 1.9828 -3.7974  0.101
73 H -3.3737 2.0581 -5.0611  0.117
74 H -0.4125 1.5422 -5.6504  0.071
75 H -1.1864 3.1352 -5.7559  0.076
76 H -1.6911 1.8101 -6.8210  0.079
77 H -4.5312 -0.7368 -5.1338  0.114
78 H -5.3200 -1.9010 -4.1150  0.120
79 H -3.1062 -2.5352 -6.1039  0.075
80 H -4.7918 -3.0403 -6.1560  0.085
81 H -3.7066 -3.6865 -4.9108  0.073
82 O -8.8429 -1.0226 1.5747  -0.204
83 P -7.9998 -0.7561 0.3447  0.693
84 O -6.6090 -1.4861 0.8539  -0.233
85 C -6.5971 -2.9027 0.9865  -0.289
86 C -6.6107 -3.5900 -0.3668  -0.078
87 O -7.6624 0.8170 0.7335  -0.258
88 C -8.7018 1.6512 1.2503  -0.292
89 C -8.4639 1.9089 2.7254  -0.076
90 O -7.3281 -0.5017 -1.1762  -0.243
91 C -6.2975 0.4352 -1.4777  -0.271
92 C -4.9153 -0.0296 -1.0728  -0.076
93 H -7.4418 -3.2323 1.5980  0.109
94 H -5.6827 -3.1670 1.5214  0.119
95 H -7.5426 -3.3808 -0.9014  0.073
96 H -6.5176 -4.6715 -0.2504  0.080
97 H -5.7928 -3.2315 -0.9937  0.067
98 H -9.6853 1.2080 1.0845  0.105
99 H -8.6734 2.5955 0.7011  0.115
100 H -8.3573 0.9768 3.2820  0.074
101 H -9.2848 2.4837 3.1589  0.078
102 H -7.5358 2.4697 2.8647  0.075
103 H -6.5142 1.4288 -1.0886  0.112
104 H -6.3132 0.5406 -2.5670  0.118
105 H -4.7800 0.0155 0.0087  0.077
106 H -4.1532 0.6111 -1.5259  0.071
107 H -4.7382 -1.0572 -1.3897  0.056

=====

Entry 3:
The following is a DFT calculation (ωB97M-V/def2-TZVPD) of an isolated ion of composition C31H60BrN5O3P and charge +1 at a distorted geometry.

Properties
**Net charge**: +1
**HOMO-LUMO gap**: 8.3 eV
**E**: -4631.738465 hartree

Each line ends with the Löwdin charge.
Atoms and positions in Å:
1 C -2.4915 -2.1316 -0.8862  0.022
2 C -2.0180 -1.1830 -0.0453  -0.184
3 C -0.5854 -1.2152 0.4463  -0.233
4 N -0.1099 0.1201 0.8794  -0.223
5 C 0.1578 0.9819 -0.1357  -0.293
6 N -0.0060 0.6090 -1.4100  0.242
7 C 0.3410 1.6532 -2.1501  -0.250
8 C 0.2546 1.6169 -3.6341  -0.079
9 C -1.2135 1.3438 -4.0273  -0.171
10 C -2.1830 2.3901 -3.4839  -0.224
11 C -3.6504 1.9710 -3.6151  -0.186
12 C -3.9676 0.7392 -2.7433  -0.220
13 C -5.2483 0.8904 -1.9198  -0.198
14 C -5.8168 -0.4586 -1.4240  -0.186
15 C -5.8740 -0.5971 0.1131  -0.218
16 C -7.3074 -0.6288 0.6461  -0.188
17 C -7.3512 -0.7607 2.1549  -0.262
18 O -8.6731 -0.5117 2.5900  -0.192
19 C -8.8015 -0.5343 4.0006  -0.107
20 N 0.7313 2.6687 -1.3801  0.042
21 C 1.2223 3.9653 -1.8462  -0.078
22 C 0.1606 4.8073 -2.5420  -0.216
23 N -0.8635 5.2965 -1.9990  0.145
24 N 0.5968 2.2636 -0.0597  0.064
25 C 0.9282 3.2129 1.0093  -0.124
26 C 2.4467 3.3094 1.2733  -0.157
27 C 2.9613 2.5617 2.5162  -0.190
28 C 3.7805 1.3054 2.1508  -0.221
29 C 5.3001 1.5202 2.0812  -0.196
30 C 6.0536 0.3184 2.6703  -0.206
31 C 5.7288 -1.0076 1.9613  -0.209
32 C 5.6687 -2.1984 2.9316  -0.211
33 C 4.7994 -3.3456 2.4094  -0.205
34 C 5.1625 -3.8520 0.9978  -0.191
35 C 3.9616 -3.9092 0.0466  -0.186
36 C 4.1106 -4.9997 -1.0040  -0.243
37 O 5.2947 -4.8090 -1.7661  -0.190
38 C 5.0532 -4.3428 -3.0725  -0.119
39 P 0.0909 0.4299 2.5634  0.556
40 O 1.1298 -0.7768 2.8927  -0.316
41 Br -1.8199 -0.3788 3.3426  0.409
42 H -2.9429 -1.8656 -1.8365  0.049
43 H -2.3925 -3.1881 -0.6426  0.073
44 H -2.6874 -0.4140 0.3403  0.083
45 H -0.4927 -1.8693 1.3203  0.086
46 H 0.0788 -1.6333 -0.2999  0.122
47 H 0.6472 2.5082 -4.1193  0.115
48 H 0.8380 0.7482 -3.9448  0.134
49 H -1.2763 1.3604 -5.1159  0.127
50 H -1.4997 0.3593 -3.6585  0.108
51 H -2.0383 3.3361 -4.0134  0.110
52 H -2.0197 2.6026 -2.4207  0.101
53 H -3.9007 1.7634 -4.6552  0.118
54 H -4.2452 2.8020 -3.2327  0.112
55 H -4.1011 -0.1332 -3.3888  0.113
56 H -3.1435 0.5153 -2.0568  0.084
57 H -6.0119 1.4173 -2.4958  0.111
58 H -5.0539 1.5173 -1.0442  0.106
59 H -6.8208 -0.5983 -1.8246  0.109
60 H -5.1890 -1.2721 -1.7909  0.083
61 H -5.3751 0.2507 0.5954  0.099
62 H -5.3632 -1.5081 0.4357  0.105
63 H -7.8176 -1.4889 0.2041  0.123
64 H -7.8609 0.2628 0.3435  0.126
65 H -7.0687 -1.7795 2.4506  0.128
66 H -6.6676 -0.0345 2.6186  0.125
67 H -8.0125 -1.1339 4.4631  0.082
68 H -9.7722 -0.9601 4.2454  0.087
69 H -8.7355 0.4850 4.3930  0.086
70 H 2.0680 3.7763 -2.5072  0.135
71 H 1.6316 4.5326 -1.0146  0.116
72 H 0.3374 5.0258 -3.5950  0.114
73 H -0.9214 5.0440 -1.0082  0.058
74 H 0.6023 4.1848 0.6409  0.105
75 H 0.3403 3.0214 1.8996  0.090
76 H 2.9535 2.9680 0.3674  0.114
77 H 2.6773 4.3714 1.3746  0.117
78 H 2.1584 2.3221 3.2109  0.074
79 H 3.6503 3.2417 3.0175  0.107
80 H 3.6052 0.5402 2.9152  0.090
81 H 3.3977 0.8811 1.2184  0.103
82 H 5.6200 1.6180 1.0402  0.116
83 H 5.5988 2.4026 2.6482  0.109
84 H 7.1287 0.4964 2.6242  0.114
85 H 5.7786 0.2390 3.7261  0.107
86 H 6.4957 -1.2200 1.2161  0.111
87 H 4.7656 -0.9525 1.4451  0.099
88 H 5.2394 -1.8783 3.8856  0.102
89 H 6.6859 -2.5397 3.1410  0.119
90 H 4.8432 -4.1826 3.1084  0.110
91 H 3.7611 -2.9944 2.4298  0.096
92 H 5.5399 -4.8729 1.0924  0.115
93 H 5.9703 -3.2657 0.5642  0.103
94 H 3.0598 -4.1425 0.6212  0.111
95 H 3.8182 -2.9586 -0.4768  0.110
96 H 3.2502 -4.9523 -1.6822  0.113
97 H 4.1299 -5.9964 -0.5581  0.126
98 H 6.0058 -4.0296 -3.4953  0.088
99 H 4.3703 -3.4843 -3.0741  0.083
100 H 4.6302 -5.1272 -3.7094  0.089
101 H 1.7784 -0.4521 3.5319  0.046